Computed, not measured: a molecular structure, C48H120AgF2N9O20S2, with wB97M-V/def2-TZVPD.

Largest force on an atom, eV Å⁻¹: 5.71
Gap between HOMO and LUMO (spin up / spin down), eV: 7.648 / 3.369
Expectation value of S²: 0.75
Relative energy (zero: lowest compared OMol25 entry of this formula, charge and spin), kcal per mole: 0.00

```
! wB97M-V def2-TZVPD RIJCOSX def2/J DEFGRID3
* xyz 1 2
Ag 2.0515 -3.2750 -1.2313
N 1.2238 -1.4040 -0.3874
S -0.0094 -0.5896 0.1368
O -0.3053 0.6866 -0.4846
O -0.3736 -0.7569 1.5130
F -1.1221 -1.5855 -0.5410
S 2.3379 -0.1907 0.0846
O 2.3105 0.1014 1.4897
O 2.6190 0.8307 -0.8904
F 3.6458 -1.0850 -0.0753
C -3.7492 0.4585 -1.4717
O -4.2336 0.7056 -0.1508
C -3.3457 1.3830 0.7446
C -4.1950 1.8686 1.9148
N -5.0732 2.9419 1.4583
C -5.9215 3.3819 2.5632
C -6.7861 4.5817 2.1734
O -7.7182 4.9710 3.1443
C -8.8640 4.1447 3.1541
H -3.6694 1.4193 -1.9861
H -4.4907 -0.1132 -2.0348
H -2.7967 -0.0666 -1.4124
H -2.7703 2.1987 0.3084
H -2.6429 0.6335 1.1205
H -3.5130 2.2507 2.6759
H -4.7410 1.0171 2.3470
H -5.6666 2.5166 0.7513
H -5.3122 3.6836 3.4164
H -6.5607 2.5693 2.9402
H -7.2551 4.3716 1.2004
H -6.1109 5.4017 1.9177
H -9.3571 4.0935 2.1774
H -9.5304 4.6041 3.8808
H -8.6700 3.1112 3.4587
C 1.0920 1.6386 -4.6423
O 0.3049 0.4926 -4.9186
C -0.7584 0.3568 -3.9865
C -1.4932 -0.9556 -4.1883
N -2.3048 -0.9991 -5.3965
C -2.8347 -2.3191 -5.6484
C -3.8549 -2.4616 -6.7568
O -5.1767 -2.2124 -6.2748
C -6.0312 -1.7851 -7.3076
H 2.0318 1.4911 -5.1745
H 1.3312 1.6281 -3.5732
H 0.6317 2.5737 -4.9648
H -1.4058 1.2369 -4.0656
H -0.3052 0.3070 -2.9890
H -2.0820 -1.2479 -3.3156
H -0.6396 -1.6609 -4.1978
H -1.6611 -0.6072 -6.0766
H -3.2614 -2.7233 -4.7285
H -1.9977 -2.9829 -5.9181
H -3.9024 -3.4538 -7.2185
H -3.6252 -1.7877 -7.5917
H -5.9202 -0.7138 -7.4918
H -7.0716 -1.9337 -7.0088
H -5.9611 -2.3566 -8.2380
C -3.0037 -4.1477 0.9972
O -4.2537 -3.5574 1.2883
C -4.4994 -2.4687 0.4575
C -5.8344 -1.8898 0.9058
N -6.3595 -0.8224 0.0491
C -7.6304 -0.2786 0.5501
C -8.2224 0.7537 -0.3893
O -7.3456 1.8037 -0.5952
C -7.7523 2.6886 -1.6315
H -2.1750 -3.5550 1.4086
H -2.7571 -4.2417 -0.0639
H -2.9405 -5.1158 1.4890
H -4.6937 -2.7264 -0.5935
H -3.7196 -1.7001 0.5035
H -5.8762 -1.5541 1.9484
H -6.5995 -2.6716 0.8227
H -5.6430 -0.0549 -0.0847
H -7.4101 0.0951 1.5561
H -8.2967 -1.1393 0.6311
H -9.1892 1.0485 0.0428
H -8.5577 0.2570 -1.3091
H -7.8372 2.1387 -2.5721
H -7.1290 3.5628 -1.7939
H -8.7465 3.0663 -1.3704
C -3.0215 6.3451 2.9942
O -2.0548 7.2985 2.6215
C -1.7425 7.2926 1.2606
C -0.9161 6.0950 0.7755
N 0.3360 6.0091 1.5331
C 1.1767 4.8915 1.0592
C 0.8569 3.4989 1.6224
O 0.6424 3.5960 3.0142
C -0.0856 2.4836 3.5168
H -3.1789 6.3905 4.0704
H -2.7270 5.3257 2.7388
H -3.9857 6.6715 2.5921
H -1.2465 8.2409 1.0481
H -2.6551 7.3519 0.6436
H -0.7129 6.2766 -0.2822
H -1.5172 5.1766 0.8473
H 0.0764 5.7243 2.4742
H 2.1759 5.0826 1.4669
H 1.2730 4.8722 -0.0252
H 1.7841 2.9381 1.4591
H 0.0046 3.0783 1.0760
H -0.1170 2.4717 4.6054
H 0.2705 1.5587 3.0641
H -1.1519 2.6046 3.2681
C 6.8368 -0.0576 1.8884
O 7.2050 -1.2018 2.6328
C 6.1811 -1.5332 3.5465
C 6.6890 -2.6693 4.4318
N 6.7302 -3.9560 3.7247
C 7.5453 -4.9723 4.3958
C 7.0268 -5.4511 5.7488
O 7.1638 -4.4015 6.6886
C 6.8599 -4.8517 8.0058
H 7.5511 0.1510 1.0945
H 6.7436 0.8607 2.4761
H 5.8523 -0.2330 1.4386
H 5.2722 -1.8556 3.0179
H 5.7976 -0.7425 4.1993
H 6.1299 -2.6608 5.3649
H 7.7138 -2.4110 4.7276
H 7.0814 -3.7646 2.7957
H 8.5983 -4.6831 4.4993
H 7.5216 -5.8205 3.7069
H 7.6452 -6.3227 5.9833
H 5.9549 -5.6578 5.6703
H 5.8944 -5.3616 8.0475
H 6.7700 -3.9745 8.6433
H 7.6814 -5.4822 8.3472
C -1.5218 -2.4719 4.1085
O -2.4990 -1.7632 4.8442
C -3.5614 -1.3380 3.9940
C -4.6609 -0.7027 4.8370
N -4.4245 0.7034 5.2041
C -3.0974 0.9199 5.8306
C -2.9079 2.3950 6.1419
O -1.5557 2.5112 6.5763
C -1.1105 3.8349 6.6974
H -0.5944 -2.4854 4.6800
H -1.2785 -1.9604 3.1701
H -1.8494 -3.4974 3.9101
H -3.9948 -2.2709 3.6042
H -3.1506 -0.7346 3.1783
H -4.9965 -1.3332 5.6663
H -5.5539 -0.6854 4.1944
H -5.0444 0.9356 5.9746
H -2.2705 0.5177 5.2506
H -3.1143 0.3254 6.7538
H -3.5425 2.6920 6.9860
H -2.9884 3.0425 5.2661
H -1.7071 4.4167 7.4120
H -1.0681 4.3661 5.7433
H -0.1153 3.8964 7.1385
C 7.7056 -1.9305 -9.7782
O 8.2662 -0.9204 -8.9433
C 7.8192 0.3762 -9.2732
C 6.5299 0.7420 -8.5453
N 6.6764 0.5201 -7.0933
C 5.4312 0.8208 -6.4024
C 5.6313 1.0260 -4.9023
O 4.5239 1.6995 -4.3520
C 4.7525 2.0985 -3.0153
H 7.7469 -2.8179 -9.1450
H 8.2988 -2.1233 -10.6753
H 6.6797 -1.6854 -10.0582
H 7.5849 0.4856 -10.3401
H 8.5853 1.1342 -9.1087
H 5.7405 0.0765 -8.9251
H 6.2419 1.7768 -8.7262
H 6.8229 -0.4833 -7.0397
H 4.6898 0.0233 -6.5555
H 4.9902 1.7409 -6.7920
H 6.5157 1.6513 -4.7405
H 5.7957 0.0456 -4.4351
H 5.0632 1.2347 -2.4166
H 3.8475 2.5273 -2.5970
H 5.5721 2.8209 -2.9409
C 2.7277 -1.1076 -3.5327
O 3.2840 -2.0714 -2.6591
C 4.5837 -2.5404 -2.9734
C 5.0576 -3.4294 -1.8205
N 4.0184 -4.4255 -1.6058
C 4.1505 -5.2969 -0.4239
C 3.9144 -4.5995 0.9147
O 2.7890 -3.7159 0.9077
C 2.3552 -3.2665 2.1853
H 2.5351 -1.4609 -4.5499
H 3.1649 -0.1076 -3.6018
H 1.7511 -0.9420 -3.0698
H 5.2524 -1.6960 -3.1573
H 4.6151 -3.1318 -3.8999
H 5.2023 -2.7261 -0.9980
H 6.0225 -3.9044 -2.0247
H 4.0778 -5.0697 -2.3896
H 5.1002 -5.8412 -0.4597
H 3.3853 -6.0753 -0.5000
H 4.7951 -4.0025 1.1702
H 3.6750 -5.3600 1.6616
H 3.1312 -2.6749 2.6730
H 2.0736 -4.1412 2.7797
H 1.4679 -2.6635 2.0138
*
```

Computed, not measured: a molecular structure, H30MgO23S2, with wB97M-V/def2-TZVPD.

Largest force on an atom, eV Å⁻¹: 6.13
Gap between HOMO and LUMO, eV: 5.658

```
! wB97M-V def2-TZVPD RIJCOSX def2/J DEFGRID3
* xyz -2 1
Mg 0.2047 -2.1073 -0.7715
S 0.3775 0.2843 -0.0117
O -0.4810 -0.3361 -0.9507
O 1.1366 1.3195 -0.6419
O -0.3508 0.8062 1.1575
O 1.1660 -0.8872 0.2981
S -2.1394 -3.8234 -1.9082
O -3.0996 -3.3256 -0.8948
O -1.9755 -5.2648 -1.6854
O -2.7192 -3.6298 -3.2401
O -0.8453 -3.1118 -1.8263
O -0.7221 3.2549 -0.3390
H -0.6484 3.4071 -1.2811
H -0.1743 2.4870 -0.1763
O 1.5124 -1.8399 -2.3719
H 2.3530 -2.2200 -2.6270
H 1.0628 -1.6736 -3.2004
O -0.6225 1.0550 -3.7309
H -1.0402 1.8873 -3.5097
H -0.5360 0.5998 -2.8932
O 3.2362 2.7497 -0.2500
H 3.5783 2.5318 0.6170
H 2.4852 2.1675 -0.3651
O -3.8328 -0.8385 -1.2456
H -3.3413 -1.6284 -1.0204
H -3.1658 -0.1576 -1.3335
O -2.8723 1.2402 1.0758
H -3.1222 1.7122 0.2814
H -1.9155 1.2235 1.0540
O -2.5129 2.1811 3.5102
H -2.5748 1.7875 2.6399
H -3.4121 2.4274 3.7267
O 1.2117 -3.6818 -0.3216
H 1.5615 -3.8648 0.5504
H 1.4698 -4.4387 -0.8475
O 1.6108 3.3833 -2.1826
H 1.4355 2.4934 -1.8768
H 0.9471 3.5415 -2.8539
O 3.4608 -1.1516 1.9745
H 4.1759 -1.3150 1.3596
H 2.6680 -1.2077 1.4411
O 3.7666 -0.3202 -0.8278
H 3.9063 -0.4133 -1.7701
H 2.9359 0.1496 -0.7536
O -0.1543 3.9561 2.5046
H -0.2316 3.6111 1.6151
H -0.5659 3.2911 3.0565
O 1.3136 1.4312 3.1822
H 0.6900 1.2107 2.4903
H 2.0878 1.7467 2.7161
O -0.8241 -2.5458 0.8602
H -1.6555 -3.0107 0.9539
H -0.3219 -2.7933 1.6366
O -1.2545 -0.8477 3.3001
H -2.0723 -1.3048 3.1041
H -1.1699 -0.1974 2.6028
*
```

Computed, not measured: 2 unconnected molecules or ions with the total composition C4H12, with wB97M-V/def2-TZVPD.

Largest force on an atom, eV Å⁻¹: 0.66
Gap between HOMO and LUMO, eV: 12.944
Relative energy (zero: lowest compared OMol25 entry of this formula, charge and spin), kcal per mole: 3.99

```
! wB97M-V def2-TZVPD RIJCOSX def2/J DEFGRID3
* xyz 0 1
C 0.7526 -2.1176 -1.1620
C 0.2015 -0.8305 -1.7754
H -0.0575 -2.7109 -0.7324
H 1.2444 -2.7475 -1.9040
H 1.4396 -1.9366 -0.3385
H 0.7343 -0.5694 -2.6873
H 0.2892 0.0323 -1.1237
H -0.8440 -0.9685 -2.0396
C 0.1508 1.4543 1.9036
C -1.1102 1.5034 1.0511
H 0.7769 0.5824 1.7278
H 0.7363 2.3693 1.8305
H -0.1176 1.3989 2.9609
H -0.9360 1.3033 -0.0033
H -1.5675 2.4857 1.1557
H -1.9014 0.8480 1.4272
*
```

Computed, not measured: C4H11NO in the gas phase, with wB97M-V/def2-TZVPD.

Largest force on an atom, eV Å⁻¹: 1.27
Gap between HOMO and LUMO, eV: 8.832
Relative energy (zero: lowest compared OMol25 entry of this formula, charge and spin), kcal per mole: 35.99

```
! wB97M-V def2-TZVPD RIJCOSX def2/J DEFGRID3
* xyz 0 1
C 1.6159 -0.7808 -1.3315
N 0.3135 -0.4676 -0.8055
C -0.8034 -0.8210 -1.6264
C 0.2325 0.5752 0.1616
C -0.6726 0.2407 1.3395
O -0.5361 1.2905 2.2832
H 1.5758 -1.7053 -1.9050
H 2.0497 0.0520 -1.8942
H 2.3319 -0.9250 -0.5045
H -0.8613 -0.2275 -2.5576
H -1.7289 -0.6028 -1.0867
H -0.7602 -1.8723 -1.9188
H -0.1093 1.5464 -0.2387
H 1.2234 0.7433 0.5695
H -0.3806 -0.7114 1.7797
H -1.7180 0.1360 1.0038
H -1.3202 1.3216 2.8563
*
```

Computed, not measured: a molecular structure, C15H41AgGeN5O4SSe, with wB97M-V/def2-TZVPD.

Largest force on an atom, eV Å⁻¹: 0.80
Gap between HOMO and LUMO, eV: 8.080
Relative energy (zero: lowest compared OMol25 entry of this formula, charge and spin), kcal per mole: 5.13

```
! wB97M-V def2-TZVPD RIJCOSX def2/J DEFGRID3
* xyz 1 1
Ag -0.1055 -0.0998 0.5360
C 0.2756 -3.4593 -0.7640
O 0.4522 -2.0971 -1.0770
C 0.3027 -1.8233 -2.4498
C 0.6622 -0.3698 -2.6961
O -0.2665 0.4564 -2.0277
C -0.0616 1.8171 -2.3348
H 0.9827 -4.0821 -1.3259
H -0.7463 -3.7876 -0.9851
H 0.4688 -3.5447 0.3030
H -0.7352 -2.0078 -2.7631
H 0.9720 -2.4613 -3.0429
H 0.6355 -0.1644 -3.7761
H 1.6764 -0.1767 -2.3236
H -0.2484 2.0010 -3.3991
H 0.9590 2.1249 -2.0945
H -0.7614 2.3887 -1.7310
C 3.3658 -5.1513 3.7109
Ge 2.0991 -3.7070 3.2187
C 1.7957 -2.4523 4.7293
C 0.3269 -4.4838 2.7650
C 3.0348 -2.8228 1.6598
Se 2.4994 -1.0694 0.9504
C 3.2846 0.0095 2.3698
H 2.9693 -5.7593 4.5170
H 4.3185 -4.7444 4.0339
H 3.5516 -5.8011 2.8613
H 1.3412 -2.9887 5.5576
H 1.1045 -1.6774 4.4124
H 2.7116 -1.9917 5.0872
H -0.0566 -4.9855 3.6498
H 0.3952 -5.2214 1.9709
H -0.3845 -3.7130 2.4815
H 2.9886 -3.4923 0.7990
H 4.0895 -2.7041 1.9230
H 2.8102 -0.2308 3.3171
H 3.1166 1.0525 2.1118
H 4.3523 -0.2008 2.4186
N 0.0369 4.6444 2.2133
C -0.3506 3.4345 1.7815
N -1.6339 3.0864 1.9193
S 0.7907 2.4292 1.0947
H -0.6007 5.2934 2.6410
H 1.0019 4.9013 2.0989
H -2.3128 3.7458 2.2611
H -1.9436 2.2107 1.4993
N -0.8704 0.3918 4.3467
C -1.5571 -0.2566 3.3705
N -2.9050 -0.0799 3.3869
O -1.0072 -0.9754 2.5454
H -1.3438 0.7804 5.1424
H 0.1073 0.1752 4.4516
H -3.3202 0.6346 3.9598
H -3.4055 -0.3590 2.5617
C -3.2595 -1.6274 -0.4311
N -3.7878 -0.3531 -0.8702
C -4.8691 -0.3982 -1.8281
C -3.2768 0.7835 -0.3900
C -3.8393 2.0810 -0.9131
O -2.4173 0.7816 0.5029
H -3.8568 -2.0214 0.3945
H -2.2269 -1.5043 -0.0874
H -3.2910 -2.3331 -1.2561
H -5.3052 -1.3940 -1.8178
H -4.5157 -0.1861 -2.8404
H -5.6538 0.3125 -1.5721
H -4.7922 2.2997 -0.4276
H -3.9974 2.0466 -1.9864
H -3.1484 2.8880 -0.6833
*
```

Computed, not measured: 2 unconnected molecules or ions with the total composition C4H10O, with wB97M-V/def2-TZVPD.

Largest force on an atom, eV Å⁻¹: 0.43
Gap between HOMO and LUMO (spin up / spin down), eV: 8.067 / 8.312
Relative energy (zero: lowest compared OMol25 entry of this formula, charge and spin), kcal per mole: 103.12

```
! wB97M-V def2-TZVPD RIJCOSX def2/J DEFGRID3
* xyz 0 1
C 1.6141 1.0258 1.0954
C 0.0951 1.0071 0.9063
C -0.3060 0.2508 -0.3157
O -1.3680 -0.4844 -0.2573
C -1.8585 -1.2450 -1.2090
H 2.1124 1.4640 0.2229
H 1.8925 1.6211 1.9712
H 2.0015 0.0102 1.2261
H -0.2706 2.0455 0.8603
H -0.3931 0.5427 1.7707
H 0.6537 -1.7555 -0.7534
H 0.1092 0.4604 -1.3006
H -1.5796 -1.0255 -2.2346
H 0.0837 -2.1868 -1.0371
H -2.7864 -1.7304 -0.9453
*
```

Computed, not measured: 2 unconnected molecules or ions with the total composition C4H8O, with wB97M-V/def2-TZVPD.

Largest force on an atom, eV Å⁻¹: 0.32
Gap between HOMO and LUMO, eV: 10.077
Relative energy (zero: lowest compared OMol25 entry of this formula, charge and spin), kcal per mole: 41.57

```
! wB97M-V def2-TZVPD RIJCOSX def2/J DEFGRID3
* xyz 0 1
C 1.4479 0.9486 -0.4743
C 1.6579 0.1752 0.5859
O 1.4457 -1.1628 0.6655
H 1.6970 2.0008 -0.4273
H 1.0303 0.5600 -1.4008
H 2.0296 0.5654 1.5290
H 1.1368 -1.4699 -0.1979
C -1.8145 0.3701 0.1086
C -1.6741 -0.9135 -0.2028
H -1.5437 0.7513 1.0899
H -2.1946 1.0972 -0.6048
H -1.2828 -1.6282 0.5168
H -1.9355 -1.2941 -1.1877
*
```

Computed, not measured: C20H20N2O4S in the gas phase, with wB97M-V/def2-TZVPD.

Largest force on an atom, eV Å⁻¹: 1.36
Gap between HOMO and LUMO, eV: 8.417
Relative energy (zero: lowest compared OMol25 entry of this formula, charge and spin), kcal per mole: 55.19

```
! wB97M-V def2-TZVPD RIJCOSX def2/J DEFGRID3
* xyz 0 1
C 2.2099 5.6479 -0.0031
C 1.7122 4.2589 -0.1402
C 2.1812 3.1798 -0.8314
C 1.2369 2.1546 -0.5408
N 1.2283 0.8540 -1.0093
C 2.3485 0.0695 -1.2443
C 3.7419 0.5180 -0.9791
C 1.9236 -1.1439 -1.6830
C 0.4985 -1.1162 -1.7408
C -0.3887 -2.2078 -2.0972
O -1.5529 -2.0678 -2.4164
C 0.2080 -3.6014 -2.0172
S 0.9819 -3.9113 -0.3848
C -0.0444 -2.8749 0.6325
C 0.5510 -1.8977 1.4178
C -0.2401 -1.0259 2.1362
C -1.6250 -1.1277 2.0855
C -2.2172 -2.1560 1.3443
C -1.4190 -3.0246 0.6139
O -3.5723 -2.3466 1.3143
C -4.2642 -1.6172 2.3022
C -3.7276 -0.1886 2.3731
O -2.3732 -0.2010 2.7654
C 0.1004 0.1364 -1.3069
C -1.2672 0.6727 -1.1266
N 0.2998 2.6157 0.2547
O 0.5877 3.9114 0.5052
H 2.4561 5.8557 1.0371
H 3.0942 5.7868 -0.6172
H 1.4392 6.3524 -0.3107
H 3.0385 3.1328 -1.4656
H 4.1365 1.1132 -1.8037
H 3.7978 1.1085 -0.0659
H 4.3763 -0.3576 -0.8679
H 2.5554 -1.9685 -1.9435
H 1.0084 -3.7253 -2.7462
H -0.5695 -4.3438 -2.1995
H 1.6256 -1.8128 1.4391
H 0.1915 -0.2357 2.7288
H -1.8990 -3.7960 0.0341
H -5.3176 -1.6342 2.0191
H -4.1370 -2.0991 3.2818
H -4.2615 0.4012 3.1194
H -3.8281 0.2830 1.3859
H -1.9834 -0.0802 -1.4431
H -1.4307 0.9359 -0.0832
H -1.4109 1.5736 -1.7228
*
```

Values for total energy, a.u., ordered as above
-5040.8082, -2745.2696, -159.5786, -288.9597, -6194.2564, -233.4806, -232.3794, -1582.7373